No. 1
{"formula": "C23H24BrF3O21", "method": "ωB97M-V with the def2-TZVPD basis set", "homo_ev": -10.94, "orbital_gap_ev": 8.80, "lumo_energy_ev": -2.1393, "smiles": "O=C1OC(=O)C(C(F)(F)F)=C1Br.O=C1OCCO1.O=C1OCCO1.O=C1OCCO1.O=C1OCCO1.O=C1OCCO1.O=C1OCCO1", "species": ["O", "C", "O", "C", "O", "C", "C", "F", "F", "F", "C", "Br", "O", "C", "O", "C", "C", "O", "H", "H", "H", "H", "O", "C", "O", "C", "C", "O", "H", "H", "H", "H", "O", "C", "O", "C", "C", "O", "H", "H", "H", "H", "O", "C", "O", "C", "C", "O", "H", "H", "H", "H", "O", "C", "O", "C", "C", "O", "H", "H", "H", "H", "O", "C", "O", "C", "C", "O", "H", "H", "H", "H"], "coordinates": [[-0.763, 2.090, -4.080], [-1.683, 1.486, -4.550], [-1.624, 0.310, -5.203], [-2.939, -0.181, -5.331], [-3.162, -1.291, -5.736], [-3.857, 0.883, -4.889], [-5.339, 0.733, -4.965], [-5.726, 0.567, -6.222], [-5.978, 1.762, -4.448], [-5.697, -0.364, -4.280], [-3.127, 1.896, -4.451], [-3.613, 3.551, -3.784], [5.301, 2.476, -2.402], [4.440, 1.945, -3.023], [3.281, 1.505, -2.481], [2.394, 1.134, -3.548], [3.363, 0.845, -4.673], [4.475, 1.694, -4.348], [1.792, 0.275, -3.263], [1.734, 1.973, -3.765], [3.706, -0.191, -4.677], [2.967, 1.092, -5.654], [2.732, 5.591, 2.640], [2.969, 4.985, 1.650], [4.203, 4.783, 1.137], [4.102, 3.809, 0.083], [2.658, 3.949, -0.335], [2.026, 4.394, 0.871], [4.794, 4.028, -0.717], [4.332, 2.824, 0.492], [2.519, 4.709, -1.108], [2.218, 3.015, -0.671], [0.117, -0.173, -0.684], [0.779, -1.148, -0.822], [1.403, -1.512, -1.968], [2.287, -2.605, -1.665], [1.657, -3.183, -0.418], [1.014, -2.040, 0.160], [2.326, -3.308, -2.492], [3.288, -2.207, -1.484], [0.904, -3.941, -0.642], [2.383, -3.601, 0.274], [-3.096, 2.361, 4.281], [-2.248, 2.396, 3.455], [-2.093, 3.390, 2.547], [-0.838, 3.193, 1.881], [-0.605, 1.713, 2.061], [-1.298, 1.442, 3.287], [-0.907, 3.486, 0.837], [-0.076, 3.799, 2.371], [-1.051, 1.120, 1.262], [0.447, 1.455, 2.148], [-0.451, -6.526, 1.457], [-1.213, -5.622, 1.552], [-1.201, -4.702, 2.543], [-2.103, -3.644, 2.181], [-3.039, -4.336, 1.218], [-2.206, -5.363, 0.666], [-2.609, -3.251, 3.058], [-1.531, -2.843, 1.709], [-3.888, -4.802, 1.722], [-3.408, -3.681, 0.434], [-2.776, -3.550, 5.529], [-1.779, -2.960, 5.778], [-1.087, -2.219, 4.880], [-0.085, -1.479, 5.586], [0.106, -2.314, 6.834], [-1.176, -2.932, 6.988], [0.817, -1.391, 4.986], [-0.472, -0.482, 5.801], [0.858, -3.095, 6.705], [0.351, -1.723, 7.712]], "lowdin_charge": [0.15, -0.46, 0.17, -0.33, 0.21, -0.04, -0.62, 0.19, 0.15, 0.17, -0.51, 0.94, 0.16, -0.57, 0.04, -0.11, -0.10, 0.07, 0.11, 0.12, 0.13, 0.13, 0.17, -0.58, 0.07, -0.11, -0.11, 0.04, 0.11, 0.14, 0.14, 0.12, 0.16, -0.57, 0.03, -0.10, -0.10, 0.06, 0.14, 0.14, 0.14, 0.14, 0.17, -0.57, 0.07, -0.12, -0.12, 0.05, 0.13, 0.12, 0.12, 0.13, 0.16, -0.58, 0.06, -0.11, -0.11, 0.05, 0.11, 0.13, 0.14, 0.13, 0.17, -0.57, 0.04, -0.11, -0.11, 0.07, 0.13, 0.13, 0.13, 0.13]}

---

No. 2
{"formula": "C23H24BrN2O5SV", "method": "ωB97M-V with the def2-TZVPD basis set", "homo_ev": [-2.91, -1.92], "orbital_gap_ev": [5.38, 4.39], "lumo_energy_ev": [2.4713, 2.4726], "multiplicity": 2, "charge": -1, "s2": 0.80, "species": ["V", "C", "C", "O", "C", "C", "C", "N", "N", "C", "O", "C", "C", "C", "C", "C", "C", "H", "H", "H", "H", "H", "H", "H", "H", "H", "H", "H", "H", "Br", "C", "C", "C", "C", "C", "C", "C", "O", "O", "H", "H", "H", "H", "O", "S", "C", "C", "C", "C", "H", "H", "H", "H", "H", "H", "H", "H"], "coordinates": [[-0.006, 0.754, 0.012], [-2.615, -0.624, 2.734], [-2.109, -0.500, 1.326], [-1.608, 0.681, 1.046], [-2.196, -1.552, 0.442], [-1.711, -1.526, -0.891], [-2.181, -2.505, -1.922], [-0.860, -0.574, -1.201], [-0.601, -0.370, -2.560], [-0.317, 0.892, -2.719], [-0.305, 1.787, -1.783], [0.038, 1.348, -4.096], [0.215, 2.709, -4.336], [0.544, 3.163, -5.606], [0.702, 2.260, -6.646], [0.528, 0.901, -6.411], [0.196, 0.446, -5.146], [-3.206, 0.258, 2.990], [-1.776, -0.660, 3.433], [-3.222, -1.519, 2.877], [-2.723, -2.438, 0.780], [-2.764, -3.295, -1.448], [-1.338, -2.946, -2.456], [-2.806, -2.026, -2.678], [0.087, 3.390, -3.506], [0.676, 4.225, -5.779], [0.960, 2.609, -7.639], [0.652, 0.189, -7.218], [0.060, -0.608, -4.948], [4.470, -1.130, 4.276], [3.444, -2.085, 2.984], [3.665, -3.457, 2.954], [2.950, -4.250, 2.073], [2.003, -3.672, 1.236], [1.783, -2.308, 1.289], [2.503, -1.482, 2.156], [2.209, 0.017, 2.099], [3.077, 0.828, 2.412], [1.042, 0.285, 1.674], [4.393, -3.892, 3.625], [3.130, -5.318, 2.048], [1.430, -4.274, 0.543], [1.042, -1.851, 0.644], [2.104, 0.769, -0.801], [2.498, 2.160, -1.285], [1.985, 3.361, -0.010], [3.194, 3.656, 0.871], [4.411, 3.598, -0.044], [4.248, 2.305, -0.835], [1.150, 2.956, 0.565], [1.628, 4.231, -0.565], [3.263, 2.876, 1.632], [3.087, 4.619, 1.374], [5.352, 3.590, 0.508], [4.437, 4.458, -0.722], [4.441, 1.428, -0.215], [4.846, 2.256, -1.744]], "lowdin_charge": [0.86, -0.04, -0.45, -0.18, -0.05, -0.34, -0.05, -0.08, 0.09, -0.48, -0.19, -0.14, -0.04, -0.10, -0.12, -0.10, -0.03, 0.08, 0.08, 0.07, 0.09, 0.06, 0.07, 0.07, 0.11, 0.09, 0.09, 0.09, 0.10, 0.75, -0.60, -0.16, -0.10, -0.08, -0.01, -0.13, -0.61, -0.02, -0.13, 0.08, 0.10, 0.10, 0.10, -0.56, 1.00, -0.30, -0.23, -0.24, -0.31, 0.08, 0.09, 0.09, 0.11, 0.11, 0.11, 0.10, 0.08]}

---

No. 3
{"formula": "C23H24ClF5N2O6PPtSi", "method": "ωB97M-V with the def2-TZVPD basis set", "homo_ev": [-5.27, -5.27], "orbital_gap_ev": [6.84, 6.83], "lumo_energy_ev": [1.5617, 1.5600], "charge": -1, "species": ["Pt", "O", "C", "O", "C", "C", "Cl", "N", "N", "C", "C", "O", "O", "C", "C", "C", "C", "C", "C", "H", "H", "H", "H", "H", "H", "C", "P", "C", "C", "O", "H", "H", "H", "H", "H", "H", "H", "H", "H", "F", "C", "C", "C", "F", "C", "F", "C", "F", "C", "F", "C", "Si", "C", "C", "O", "H", "H", "H", "H", "H", "H", "H", "H", "H"], "coordinates": [[-1.434, -0.411, 0.038], [-0.149, -5.484, 3.008], [0.664, -4.546, 3.427], [1.478, -4.750, 4.301], [0.582, -3.207, 2.777], [1.462, -2.167, 3.050], [2.672, -2.220, 4.232], [1.154, -1.111, 2.250], [0.095, -1.442, 1.493], [-0.279, -2.674, 1.788], [-1.493, -3.283, 1.107], [-1.674, -4.506, 1.228], [-2.243, -2.518, 0.470], [1.752, 0.163, 2.138], [2.914, 0.526, 2.818], [3.424, 1.806, 2.675], [2.796, 2.749, 1.883], [1.656, 2.382, 1.188], [1.153, 1.101, 1.301], [-0.794, -5.174, 2.267], [3.441, -0.166, 3.447], [4.334, 2.061, 3.198], [3.203, 3.746, 1.789], [1.149, 3.085, 0.542], [0.299, 0.815, 0.694], [-4.091, 0.309, -4.049], [-2.726, 0.022, -2.853], [-1.998, -1.580, -3.320], [-1.487, 1.313, -3.191], [-3.262, 0.038, -1.466], [-3.724, 0.307, -5.071], [-4.555, 1.264, -3.821], [-4.831, -0.476, -3.918], [-1.783, -1.633, -4.383], [-2.698, -2.361, -3.034], [-1.078, -1.691, -2.744], [-1.184, 1.294, -4.233], [-0.632, 1.107, -2.548], [-1.910, 2.282, -2.941], [-2.504, 2.653, -0.585], [-2.373, 2.468, 0.745], [-2.098, 1.201, 1.252], [-1.961, 1.146, 2.638], [-1.667, -0.033, 3.227], [-2.081, 2.250, 3.470], [-1.933, 2.129, 4.803], [-2.335, 3.497, 2.914], [-2.416, 4.590, 3.696], [-2.487, 3.603, 1.538], [-2.719, 4.808, 0.977], [3.274, -0.702, -0.646], [1.867, -0.343, -1.904], [2.236, -1.428, -3.447], [2.200, 1.464, -2.493], [0.386, -0.526, -1.430], [4.206, -0.933, -1.157], [3.044, -1.537, 0.011], [3.467, 0.166, -0.021], [3.240, -1.260, -3.827], [1.536, -1.204, -4.248], [2.138, -2.483, -3.211], [3.251, 1.727, -2.450], [1.660, 2.175, -1.876], [1.869, 1.602, -3.518]], "lowdin_charge": [1.10, 0.11, -0.53, 0.03, -0.04, -0.54, 0.86, -0.02, 0.07, -0.10, -0.59, 0.03, -0.09, -0.18, -0.05, -0.09, -0.09, -0.07, -0.05, 0.06, 0.03, 0.10, 0.10, 0.11, 0.03, -0.17, 0.57, -0.16, -0.16, -0.40, 0.05, 0.05, 0.05, 0.05, 0.06, 0.02, 0.06, 0.01, 0.04, 0.06, -0.23, -0.10, -0.24, 0.07, -0.14, 0.10, -0.14, 0.10, -0.15, 0.09, -0.16, 0.23, -0.18, -0.17, -0.48, 0.02, 0.02, 0.01, 0.01, 0.01, 0.01, 0.01, 0.00, 0.01]}

---

No. 4
{"formula": "C23H24ClN2OS2Sn", "method": "ωB97M-V with the def2-TZVPD basis set", "homo_ev": -2.44, "orbital_gap_ev": 4.92, "lumo_energy_ev": 2.4814, "charge": -1, "species": ["Sn", "C", "N", "C", "C", "N", "C", "C", "C", "C", "C", "C", "C", "S", "C", "C", "C", "C", "C", "C", "S", "H", "H", "H", "H", "H", "H", "H", "H", "H", "H", "H", "H", "H", "H", "H", "H", "H", "H", "O", "Cl", "C", "C", "C", "C", "C", "C", "C", "H", "H", "H", "H", "H", "H"], "coordinates": [[-0.007, -0.548, 0.048], [-0.752, -0.848, 2.949], [-0.125, 0.230, 2.142], [1.343, 0.387, 2.430], [2.229, 0.979, 1.251], [2.188, 0.266, -0.031], [2.236, -1.204, -0.060], [2.522, 0.882, -1.271], [3.752, 1.506, -1.399], [4.146, 2.103, -2.588], [3.284, 2.076, -3.671], [2.041, 1.469, -3.562], [1.612, 0.864, -2.378], [-0.058, 0.229, -2.354], [-1.012, 1.383, 2.117], [-0.824, 2.411, 3.012], [-1.701, 3.504, 3.051], [-2.767, 3.547, 2.189], [-2.978, 2.500, 1.277], [-2.132, 1.413, 1.214], [-2.466, 0.166, -0.023], [-0.547, -0.718, 4.020], [-0.357, -1.824, 2.660], [-1.829, -0.850, 2.806], [1.735, -0.601, 2.693], [1.497, 1.010, 3.313], [3.275, 1.010, 1.609], [1.884, 1.994, 1.082], [2.960, -1.613, 0.667], [2.537, -1.597, -1.030], [1.246, -1.765, 0.215], [4.428, 1.510, -0.550], [5.114, 2.582, -2.663], [3.568, 2.544, -4.607], [1.362, 1.481, -4.405], [0.003, 2.384, 3.712], [-1.528, 4.308, 3.757], [-3.445, 4.392, 2.197], [-3.803, 2.550, 0.578], [0.019, 1.495, 0.058], [-2.982, -3.328, 1.217], [-2.655, -3.080, -0.478], [-3.732, -3.077, -1.347], [-3.521, -2.905, -2.704], [-2.228, -2.739, -3.178], [-1.159, -2.743, -2.301], [-1.343, -2.905, -0.923], [-0.179, -2.928, -0.031], [-4.733, -3.214, -0.961], [-4.362, -2.903, -3.386], [-2.049, -2.603, -4.237], [-0.160, -2.613, -2.691], [0.752, -3.317, -0.432], [-0.300, -3.253, 0.997]], "lowdin_charge": [0.85, -0.08, -0.27, -0.12, -0.15, -0.26, -0.14, -0.26, -0.04, -0.12, -0.12, -0.14, -0.53, 0.67, -0.30, -0.05, -0.13, -0.12, -0.14, -0.58, 0.62, 0.09, 0.06, 0.08, 0.11, 0.11, 0.11, 0.12, 0.11, 0.12, -0.03, 0.11, 0.09, 0.09, 0.09, 0.09, 0.08, 0.09, 0.09, -0.64, 0.67, -0.65, -0.13, -0.10, -0.09, -0.12, -0.42, -0.17, 0.10, 0.10, 0.10, 0.09, 0.07, 0.03]}

---

Table of E (hartree), in record order: -5344.57582; -5292.87141; -3161.62590; -2546.27634